Entry 1:
{
  "formula": "C46H53BClIrN11S3",
  "method": "wB97M-V/def2-TZVPD",
  "s_squared": 0.76,
  "e_above_lowest_kcal_mol": 57.8,
  "multiplicity": 2,
  "gap_ev": [5.178, 5.448],
  "charge": 2,
  "species": ["Ir", "Cl", "S", "S", "S", "N", "N", "N", "N", "N", "N", "N", "N", "N", "N", "N", "C", "C", "C", "C", "C", "C", "C", "C", "C", "C", "C", "C", "C", "C", "C", "C", "C", "C", "C", "C", "C", "C", "C", "C", "C", "C", "C", "C", "C", "C", "C", "C", "C", "C", "C", "C", "C", "C", "C", "C", "C", "C", "C", "C", "C", "C", "B", "H", "H", "H", "H", "H", "H", "H", "H", "H", "H", "H", "H", "H", "H", "H", "H", "H", "H", "H", "H", "H", "H", "H", "H", "H", "H", "H", "H", "H", "H", "H", "H", "H", "H", "H", "H", "H", "H", "H", "H", "H", "H", "H", "H", "H", "H", "H", "H", "H", "H", "H", "H", "H"],
  "xyz": [[-0.7116, 2.7685, 0.3784], [1.6835, -0.1728, 4.6422], [-1.9187, 0.6713, -3.3392], [1.1756, 1.8583, -0.7661], [-0.2352, 1.8005, -3.6032], [-1.2802, 7.6082, -3.2370], [-2.5342, 2.8196, 1.1014], [1.7329, -0.4607, -0.3331], [-0.8851, 3.6409, -1.4808], [1.9439, -1.3719, -2.9204], [2.1412, -1.6610, 0.0501], [-0.7639, -0.3887, -1.0579], [-0.3990, 5.2748, -3.2120], [0.0001, 2.5074, 2.3015], [1.1783, -0.2847, -2.8449], [-0.7956, -1.0716, 0.0948], [-2.8709, 1.5383, 4.5770], [3.3414, -2.9279, -4.1712], [5.0806, -3.1157, 1.2103], [-3.3376, 2.6689, 5.2356], [-1.5686, -3.8212, 1.1602], [-2.8174, 2.7652, 2.5027], [3.1395, 0.7698, 1.1405], [3.0702, -1.6741, 0.9861], [-0.8942, 6.5227, -3.2095], [-3.5619, 3.8379, 4.5201], [2.6211, -3.8913, -5.1296], [-4.3829, -0.1664, -2.0206], [-0.7748, -2.0642, 2.7444], [4.7280, -2.5741, -4.7286], [-2.6166, 1.5895, 3.2148], [1.1632, 2.4805, 4.8283], [-4.8579, 2.1587, 0.7554], [2.8566, -4.1759, 0.7908], [2.1487, 0.6988, 0.1584], [-6.0440, 2.2075, 0.0413], [-3.1495, -1.1468, -0.0703], [0.6347, 3.6465, 4.2987], [-1.9436, -1.4826, 0.5767], [-3.8394, 3.6443, -0.8303], [2.5051, -1.6674, -4.0775], [0.9071, 0.4928, -3.8944], [1.0832, 1.3344, 4.0559], [2.3270, -0.8380, -5.2025], [3.5926, -0.4672, 1.5314], [-6.1344, 2.9575, -1.1236], [0.4938, 1.3759, 2.8065], [-3.7307, 2.8699, 0.3226], [-1.8631, -0.0731, -1.7422], [1.2673, 1.1727, -6.3026], [0.0633, 3.6256, 3.0426], [3.3214, -3.1207, 2.9967], [-3.2236, -2.4947, 2.5059], [-5.0269, 3.6778, -1.5490], [-3.1341, -0.4611, -1.2524], [-0.6593, 4.5055, -2.2463], [3.5718, -3.0213, 1.4862], [1.5188, 0.2668, -5.1382], [-1.8868, -2.4407, 1.7626], [-3.3094, 3.8881, 3.1557], [3.4920, -3.5823, -2.8037], [3.6295, 2.0773, 1.6716], [0.6918, 0.0415, -1.3862], [3.2047, -4.8067, -5.2252], [-2.7172, 0.6161, 5.1251], [5.6587, -2.3929, 1.7878], [-4.0255, -2.9078, 1.8931], [-1.5242, -4.5660, 1.9550], [3.0503, -4.1790, -0.2783], [-4.8076, 1.5862, 1.6728], [-2.2662, 0.7199, 2.6725], [1.7779, -4.1311, 0.9414], [3.2200, -5.1159, 1.2058], [-7.0652, 3.0068, -1.6724], [-4.0951, -1.4512, 0.3556], [2.8219, -1.0896, -6.1312], [-3.5274, -1.5098, 2.8686], [-3.9411, 4.7167, 5.0246], [2.7980, 2.7554, 1.8789], [2.2536, -3.0917, 3.2229], [0.2108, 1.1628, -6.5741], [5.3453, -3.4720, -4.7405], [5.3006, -2.9688, 0.1509], [-0.7230, -2.8194, 3.5297], [4.3526, -0.5342, 2.2995], [-4.4589, 0.8936, -2.2663], [3.9904, -2.9137, -2.0996], [4.2669, 2.5623, 0.9295], [4.6851, -2.2012, -5.7524], [3.7203, -4.0670, 3.3623], [-5.0936, 4.3066, -2.4275], [-4.4004, -0.7394, -2.9516], [-6.9079, 1.6649, 0.4044], [1.5306, 2.2034, -6.0613], [1.6099, 2.4539, 5.8128], [0.3569, 0.4770, 2.2212], [-0.6073, -3.8012, 0.6431], [3.8167, -2.3220, 3.5488], [4.2078, 1.9366, 2.5822], [-2.3369, -4.1338, 0.4497], [2.5092, -3.4661, -6.1283], [-0.3708, 4.5128, 2.6036], [1.6322, -4.1576, -4.7531], [-0.9661, -1.1037, 3.2237], [-3.0120, 4.2562, -1.1388], [2.5244, -3.8543, -2.3826], [5.4322, -4.1084, 1.4905], [-3.4897, 4.7968, 2.5938], [0.1963, -2.0289, 2.2483], [-3.5394, 2.6351, 6.2975], [-5.2575, -0.4409, -1.4362], [1.8517, 0.8595, -7.1641], [-3.1189, -3.1497, 3.3703], [4.0932, -4.4857, -2.9060], [5.2302, -1.8298, -4.1080], [0.6506, 4.5712, 4.8574]],
  "forces_ev_per_a": [[0.232, 0.039, -0.235], [0.073, -0.049, -0.027], [0.080, 0.025, 0.028], [0.162, -0.007, 0.100], [0.004, -0.147, -0.037], [-0.049, 0.018, -0.059], [-0.030, 0.247, -0.476], [-0.009, 0.138, 0.058], [-0.297, -0.113, 0.545], [0.044, -0.008, -0.010], [0.007, 0.046, -0.109], [0.072, 0.060, 0.003], [-0.003, 0.250, 0.069], [-0.008, 0.028, -0.100], [0.020, -0.004, -0.056], [0.003, -0.009, 0.072], [-0.003, 0.008, 0.009], [-0.025, -0.001, -0.003], [0.004, 0.005, -0.049], [-0.003, 0.004, -0.014], [-0.042, 0.011, -0.040], [0.117, -0.047, 0.107], [0.036, -0.079, 0.077], [-0.007, 0.026, 0.056], [0.168, -0.163, -0.003], [-0.004, -0.007, -0.011], [0.018, 0.009, -0.001], [-0.016, 0.000, 0.054], [0.011, -0.012, -0.088], [0.006, -0.001, 0.001], [-0.064, 0.013, 0.016], [-0.027, 0.009, -0.058], [0.005, -0.095, -0.026], [-0.004, 0.002, 0.002], [-0.144, -0.015, -0.112], [0.013, -0.060, -0.016], [0.031, -0.024, -0.026], [0.004, -0.034, 0.074], [-0.014, -0.030, 0.035], [-0.023, 0.000, -0.007], [-0.017, 0.025, 0.043], [-0.058, -0.024, 0.043], [-0.025, -0.006, 0.056], [-0.013, -0.011, 0.003], [-0.101, -0.006, 0.043], [0.015, 0.030, -0.011], [-0.151, -0.111, 0.059], [-0.026, -0.046, 0.087], [-0.074, 0.032, -0.018], [0.001, -0.013, 0.014], [0.002, 0.026, -0.028], [-0.014, 0.029, 0.015], [0.030, 0.019, 0.000], [-0.015, 0.001, 0.031], [-0.031, 0.000, 0.020], [-0.187, -0.196, -0.056], [0.003, 0.007, 0.003], [0.016, 0.041, -0.063], [0.011, 0.024, -0.019], [0.035, 0.040, 0.060], [-0.003, -0.012, 0.006], [-0.003, 0.028, -0.026], [0.103, -0.060, -0.022], [0.003, 0.000, -0.002], [0.005, 0.006, -0.008], [-0.018, 0.038, -0.008], [-0.002, -0.007, 0.005], [0.003, -0.004, 0.007], [-0.010, -0.010, -0.027], [-0.040, -0.003, -0.012], [0.050, -0.081, -0.015], [-0.019, 0.012, 0.011], [0.000, 0.004, 0.009], [0.001, 0.004, -0.005], [-0.005, 0.015, -0.008], [-0.007, 0.002, -0.003], [-0.011, 0.008, -0.003], [-0.001, 0.001, 0.006], [0.027, -0.043, -0.018], [0.010, 0.014, 0.010], [-0.002, 0.004, 0.002], [-0.002, -0.003, -0.006], [0.005, -0.011, 0.004], [-0.011, 0.006, -0.002], [0.026, -0.002, -0.018], [0.003, 0.058, 0.030], [0.003, -0.002, 0.011], [0.014, 0.019, 0.013], [0.002, 0.011, 0.005], [-0.010, 0.002, -0.002], [0.007, 0.003, -0.001], [-0.008, 0.029, -0.011], [0.005, 0.001, 0.012], [-0.005, 0.003, 0.002], [0.004, -0.004, -0.001], [0.081, -0.003, -0.038], [-0.004, -0.012, 0.010], [0.002, 0.022, 0.053], [0.002, -0.001, -0.001], [0.002, -0.004, 0.004], [-0.003, -0.008, -0.003], [0.011, -0.005, -0.011], [-0.002, -0.002, 0.002], [-0.020, 0.047, 0.018], [0.042, 0.031, -0.015], [0.000, 0.006, -0.010], [0.007, -0.001, 0.008], [0.006, -0.010, -0.011], [0.003, 0.036, -0.001], [-0.005, 0.000, 0.004], [0.012, -0.010, 0.001], [0.002, -0.004, 0.003], [-0.005, 0.005, 0.008], [-0.003, -0.001, 0.007], [0.001, -0.002, 0.004], [0.015, -0.005, 0.008]],
  "lowdin_spin": [0.55, 0.00, 0.00, 0.02, 0.00, 0.00, 0.24, 0.00, 0.02, 0.00, 0.00, 0.00, 0.01, 0.00, 0.00, 0.00, 0.00, 0.00, 0.00, 0.00, 0.00, 0.02, 0.00, 0.00, 0.00, 0.00, 0.00, 0.00, 0.00, 0.00, 0.01, 0.00, 0.03, 0.00, 0.00, 0.00, 0.00, 0.00, 0.00, 0.03, 0.00, 0.00, 0.00, 0.00, 0.00, 0.04, 0.00, 0.00, 0.00, 0.00, 0.00, 0.00, 0.00, 0.00, 0.00, 0.01, 0.00, 0.00, 0.00, 0.01, 0.00, 0.00, 0.01, 0.00, 0.00, 0.00, 0.00, 0.00, 0.00, 0.00, 0.00, 0.00, 0.00, 0.00, 0.00, 0.00, 0.00, 0.00, 0.00, 0.00, 0.00, 0.00, 0.00, 0.00, 0.00, 0.00, 0.00, 0.00, 0.00, 0.00, 0.00, 0.00, 0.00, 0.00, 0.00, 0.00, 0.00, 0.00, 0.00, 0.00, 0.00, 0.00, 0.00, 0.00, 0.00, 0.00, 0.00, 0.00, 0.00, 0.00, 0.00, 0.00, 0.00, 0.00, 0.00, 0.00]
}

---

Entry 2:
{
  "formula": "C21H32N2O12",
  "method": "wB97M-V/def2-TZVPD",
  "smiles": "O=C(O)[C@@H](CO)O[C@H]1O[C@H](CO)[C@@H](O)[C@H](O)[C@H]1O.CNC(=O)[C@H](Cc1ccc(O)cc1)NC(C)=O",
  "multiplicity": 1,
  "gap_ev": 8.526,
  "species": ["O", "O", "O", "O", "O", "O", "O", "O", "O", "O", "O", "O", "N", "N", "C", "C", "C", "C", "C", "C", "C", "C", "C", "C", "C", "C", "C", "C", "C", "C", "C", "C", "C", "C", "C", "H", "H", "H", "H", "H", "H", "H", "H", "H", "H", "H", "H", "H", "H", "H", "H", "H", "H", "H", "H", "H", "H", "H", "H", "H", "H", "H", "H", "H", "H", "H", "H"],
  "xyz": [[1.6636, 4.8222, 1.0439], [4.0808, 1.5745, 2.0929], [-1.7694, 0.8709, -2.5332], [-3.4402, -4.8297, 0.7833], [0.9160, 1.6352, -1.6565], [3.3790, 3.5286, -3.6704], [-1.2388, 4.4588, -2.7853], [2.7490, -1.2021, -1.2741], [-4.7085, -2.0670, 2.6912], [2.6988, 3.1079, -1.0114], [0.9748, 4.7034, -4.5185], [4.2196, 0.9271, -0.0631], [-4.0900, -3.8282, 3.8587], [-1.7255, -3.9107, 1.9258], [3.7432, 1.6681, 0.7835], [-2.2661, -4.8250, 1.1199], [2.6550, 2.6908, 0.3789], [-3.1872, -4.8213, 4.4416], [1.5368, -1.3030, -0.6669], [-1.4837, 1.7364, -1.4197], [-2.3894, -2.6790, 2.3884], [2.2001, 2.1809, -2.0007], [0.4374, -1.8341, -1.3722], [-0.3026, 3.3841, -2.9261], [-0.8195, -1.9391, -0.7457], [-3.8108, -2.8480, 2.9893], [-2.3375, -1.6266, 1.2643], [-1.3345, -5.9003, 0.6132], [2.7961, 3.9609, 1.2332], [1.3746, -0.8928, 0.6747], [2.1184, 2.9160, -3.3504], [-0.9855, -1.5011, 0.5833], [1.0486, 4.0077, -3.2663], [0.1132, -0.9794, 1.2931], [-0.1988, 2.5526, -1.6336], [-0.0108, -0.6523, 2.3155], [-2.6091, -0.6543, 1.6781], [2.2209, -0.5237, 1.2270], [-2.5247, 0.2937, -2.3308], [-1.1454, 5.0300, -3.5718], [-2.3252, 2.4203, -1.2679], [-1.6587, -2.3510, -1.2898], [-0.7371, -3.9857, 2.0945], [-0.6073, 2.7338, -3.7537], [0.5698, -2.1440, -2.3976], [-0.0746, 3.2408, -0.7911], [-1.7823, -2.2920, 3.2050], [-3.0347, -5.6404, 3.7360], [-3.6298, -5.2274, 5.3523], [1.7742, 5.6632, 1.5203], [1.3205, 4.7177, -2.4768], [3.7431, 3.9148, -2.8502], [-3.0875, -1.8824, 0.5140], [-2.2266, -4.3678, 4.6904], [-1.3731, 1.1383, -0.5098], [-0.8480, -6.3907, 1.4530], [2.9069, 1.3528, -2.1137], [3.3149, -0.5371, -0.8586], [-0.5892, -5.4451, -0.0368], [-5.0600, -3.8630, 4.1324], [2.8583, 3.7031, 2.2955], [1.8473, 2.1999, -4.1337], [4.7687, 0.8906, 2.1314], [1.6890, 2.2365, 0.6131], [-1.9121, -6.6299, 0.0469], [3.7191, 4.4820, 0.9574], [1.8870, 4.8304, -4.8453]],
  "forces_ev_per_a": [[0.168, -0.255, -0.164], [-0.396, 0.413, -0.981], [0.204, 0.249, 0.148], [-0.060, 0.435, 0.264], [0.908, 0.510, -0.365], [-0.117, -0.296, 0.194], [-0.071, -0.297, 0.051], [-0.247, -0.301, -0.536], [0.754, 0.053, -0.162], [-0.088, -0.920, 0.853], [0.084, -0.227, 0.167], [-0.109, 0.652, 1.130], [0.664, -0.930, 0.953], [0.158, 0.752, 1.279], [0.056, -0.719, -1.453], [-0.977, -0.976, -1.085], [0.133, 1.129, 0.101], [-0.222, 0.199, -0.506], [-0.601, 0.150, 0.717], [-0.102, -0.425, 0.058], [0.333, -0.263, -0.359], [-0.912, -0.285, -0.021], [-0.033, 0.255, 0.830], [0.530, 0.798, -0.685], [1.305, 0.506, 0.602], [-0.850, 0.659, -1.051], [-0.260, 0.239, -0.206], [-0.005, 0.056, 0.089], [-0.346, 0.655, 0.161], [-1.104, -0.396, -0.427], [0.221, 1.047, 1.040], [0.053, -0.246, 0.162], [0.471, -0.493, -0.357], [0.349, -0.395, -1.331], [-0.531, -0.008, -0.479], [-0.005, 0.060, 0.120], [-0.202, -0.059, 0.051], [0.228, 0.084, 0.112], [0.458, 0.465, 0.129], [0.031, -0.462, 0.453], [0.211, 0.187, -0.024], [-0.050, -0.020, -0.002], [0.033, 0.132, -0.001], [0.015, -0.082, 0.076], [0.046, 0.015, -0.084], [-0.134, 0.048, 0.047], [0.210, -0.119, 0.216], [0.148, -0.074, 0.124], [0.013, 0.152, -0.083], [0.176, -0.633, -0.227], [-0.035, -0.051, 0.070], [-0.358, -0.258, -0.417], [-0.077, 0.005, 0.112], [-0.046, -0.085, 0.011], [0.139, -0.007, 0.023], [0.227, -0.103, -0.010], [-0.401, -0.064, 0.325], [-0.094, -0.024, 0.219], [0.180, -0.066, -0.004], [0.078, 0.121, -0.102], [0.108, -0.273, -0.178], [0.295, 0.093, 0.115], [-0.036, -0.055, 0.055], [-0.058, -0.189, -0.136], [0.046, 0.133, 0.098], [0.017, -0.083, -0.091], [-0.522, -0.114, 0.371]],
  "nbo_charge": [-0.72, -0.67, -0.73, -0.63, -0.54, -0.73, -0.73, -0.71, -0.62, -0.56, -0.74, -0.63, -0.60, -0.62, 0.79, 0.67, -0.02, -0.41, 0.40, -0.07, -0.12, 0.36, -0.28, 0.06, -0.19, 0.68, -0.42, -0.71, -0.07, -0.32, 0.04, -0.06, 0.05, -0.21, 0.05, 0.21, 0.23, 0.20, 0.48, 0.49, 0.19, 0.22, 0.40, 0.19, 0.23, 0.20, 0.21, 0.20, 0.21, 0.48, 0.18, 0.48, 0.23, 0.20, 0.18, 0.22, 0.20, 0.50, 0.23, 0.41, 0.19, 0.21, 0.51, 0.24, 0.24, 0.17, 0.49]
}